[1]
Formula: H10O5
Source: the Open Molecules 2025 dataset
Level of theory: ωB97M-V with the def2-TZVPD basis set

## Properties
lowest unoccupied orbital energy = -0.7 eV
energy = -381.94390 Eh
HOMO = -8.573 eV
F_max = 0.172 hartree/bohr

The geometry in XYZ format:
```
15
H10O5, DFT ωB97M-V with the def2-TZVPD basis set
O 0.289 -1.264 2.381
H 0.050 -0.517 1.832
H -0.375 -1.925 2.188
O 0.014 1.587 -0.532
H -0.049 2.540 -0.606
H -0.526 1.255 -1.250
O -1.034 -1.084 -0.710
H -1.006 -1.994 -1.005
H -1.638 -0.653 -1.316
O 1.964 0.700 -1.003
H 2.077 0.724 -0.053
H 1.017 0.640 -1.130
O -0.062 -0.037 0.735
H -0.527 -0.724 0.258
H -0.195 0.752 0.210
```

***

[2]
Formula: H10O5
Source: the Open Molecules 2025 dataset
Level of theory: ωB97M-V with the def2-TZVPD basis set

## Properties
lowest unoccupied orbital energy = 0.1 eV
energy = -382.14790 Eh
HOMO = -10.591 eV
F_max = 0.080 hartree/bohr

The geometry in XYZ format:
```
15
H10O5, DFT ωB97M-V with the def2-TZVPD basis set
O 0.492 0.352 -0.052
H 1.335 0.703 -0.408
H 0.184 1.076 0.501
O -1.813 -1.337 1.108
H -0.847 -1.347 0.871
H -1.949 -1.263 2.047
O 2.446 -1.961 2.620
H 2.936 -1.277 2.298
H 2.006 -2.446 1.916
O -1.847 -2.648 -0.952
H -2.041 -1.888 -1.509
H -2.102 -3.286 -1.565
O 0.181 5.224 -2.663
H 0.526 4.354 -2.378
H 0.494 5.745 -1.833
```

***

[3]
Formula: H10O5
Source: the Open Molecules 2025 dataset
Level of theory: ωB97M-V with the def2-TZVPD basis set

## Properties
lowest unoccupied orbital energy = 0.3 eV
energy = -382.18339 Eh
HOMO = -10.859 eV
F_max = 0.042 hartree/bohr

The geometry in XYZ format:
```
15
H10O5, DFT ωB97M-V with the def2-TZVPD basis set
O 1.038 2.040 0.912
H 0.966 2.651 1.638
H 0.252 1.467 0.980
O -0.887 -0.193 0.739
H -1.024 -0.481 -0.134
H -1.722 0.045 1.109
O 0.710 -1.490 2.879
H 0.186 -1.151 2.164
H 0.346 -1.107 3.671
O -0.634 1.219 -2.482
H -0.695 1.067 -3.434
H -0.387 0.380 -2.118
O 0.343 -1.247 -2.012
H 0.977 -1.217 -1.321
H 0.538 -1.985 -2.587
```

***

[4]
Formula: H10O5
Source: the Open Molecules 2025 dataset
Level of theory: ωB97M-V with the def2-TZVPD basis set

## Properties
lowest unoccupied orbital energy = 0.3 eV
energy = -382.17002 Eh
HOMO = -11.097 eV
F_max = 0.029 hartree/bohr

The geometry in XYZ format:
```
15
H10O5, DFT ωB97M-V with the def2-TZVPD basis set
O -3.462 -0.288 -1.434
H -2.903 -1.076 -1.277
H -3.767 -0.263 -0.515
O -1.026 -1.945 -0.513
H -1.243 -2.853 -0.289
H -0.399 -1.912 -1.240
O 3.441 0.537 -1.422
H 4.018 1.230 -1.091
H 2.527 0.852 -1.535
O 3.030 0.231 2.294
H 2.444 -0.535 2.334
H 2.835 0.609 1.429
O -1.862 1.503 1.058
H -2.276 1.570 1.918
H -2.337 1.940 0.350
```

***

[5]
Formula: H10O5
Source: the Open Molecules 2025 dataset
Level of theory: ωB97M-V with the def2-TZVPD basis set

## Properties
lowest unoccupied orbital energy = 0.5 eV
energy = -382.19237 Eh
HOMO = -10.821 eV
F_max = 0.014 hartree/bohr

The geometry in XYZ format:
```
15
H10O5, DFT ωB97M-V with the def2-TZVPD basis set
O -0.160 -2.773 -0.352
H 0.594 -3.267 -0.012
H -0.107 -1.892 0.089
O 0.170 -0.223 0.597
H 0.771 0.011 -0.126
H -0.112 0.621 0.982
O 2.240 -0.544 -1.457
H 3.139 -0.678 -1.775
H 1.787 -1.386 -1.614
O -0.657 1.737 2.652
H -0.289 1.416 3.483
H -1.609 1.782 2.804
O -2.140 1.432 -1.882
H -1.633 1.487 -1.065
H -1.994 2.277 -2.322
```

***

[6]
Formula: H10O5
Source: the Open Molecules 2025 dataset
Level of theory: ωB97M-V with the def2-TZVPD basis set

## Properties
lowest unoccupied orbital energy = -0.2 eV
energy = -382.18206 Eh
HOMO = -10.452 eV
F_max = 0.042 hartree/bohr

The geometry in XYZ format:
```
15
H10O5, DFT ωB97M-V with the def2-TZVPD basis set
O -0.833 1.218 -1.379
H -1.221 2.085 -1.569
H 0.068 1.380 -1.541
O 0.295 -2.603 1.665
H 0.982 -3.222 1.436
H 0.499 -1.762 1.281
O -3.200 -0.868 0.536
H -3.088 -1.516 1.196
H -2.424 -0.336 0.630
O 0.531 -0.053 0.664
H -0.104 0.412 0.111
H 1.371 0.362 0.381
O 2.090 1.436 -0.971
H 3.020 1.139 -1.129
H 2.014 2.327 -1.311
```

***

[7]
Formula: H10Si5
Source: the Open Molecules 2025 dataset
Level of theory: ωB97M-V with the def2-TZVPD basis set

## Properties
lowest unoccupied orbital energy (spin up / spin down) = -1.2 / -1.6 eV
energy = -1453.21398 Eh
HOMO (spin up / spin down) = -8.183 / -7.620 eV
F_max = 0.054 hartree/bohr

The geometry in XYZ format:
```
15
H10Si5, DFT ωB97M-V with the def2-TZVPD basis set
Si -2.988 1.006 -0.354
Si 2.111 1.794 -0.331
Si -1.332 -0.311 -1.094
Si 0.431 0.176 0.267
Si 1.365 -1.906 1.090
H -3.468 0.540 0.940
H -2.394 2.267 0.213
H 3.403 2.014 -0.958
H 1.532 3.028 -1.009
H -1.522 -1.759 -1.209
H -1.044 0.102 -2.593
H -0.291 0.377 1.717
H 0.756 -2.736 -0.062
H 0.623 -2.513 2.206
H 2.818 -2.081 1.179
```

***

[8]
Formula: H11HfO7
Source: the Open Molecules 2025 dataset
Level of theory: ωB97M-V with the def2-TZVPD basis set

## Properties
charge = +1
lowest unoccupied orbital energy = -4.3 eV
energy = -581.20696 Eh
HOMO = -13.888 eV
F_max = 0.069 hartree/bohr

The geometry in XYZ format:
```
19
H11HfO7, DFT ωB97M-V with the def2-TZVPD basis set
Hf -0.891 -0.053 -0.704
O -1.574 1.670 -0.064
H -1.923 2.373 0.510
O -0.468 -1.887 -1.191
H -0.725 -2.647 -1.729
O 0.939 0.275 -0.172
H 1.855 0.363 -0.521
O -1.420 -0.735 1.251
H -1.317 -0.111 1.985
H -1.296 -1.653 1.474
O 1.378 1.838 1.968
H 1.025 2.716 1.796
H 1.307 1.322 1.181
O 1.759 -1.743 1.521
H 1.512 -2.420 0.891
H 1.771 -0.924 0.978
O -0.577 0.505 -2.670
H -0.394 -0.174 -3.341
H -0.969 1.287 -3.161
```

***

[9]
Formula: H11O5
Source: the Open Molecules 2025 dataset
Level of theory: ωB97M-V with the def2-TZVPD basis set

## Properties
charge = +1
lowest unoccupied orbital energy = -3.1 eV
energy = -382.54860 Eh
HOMO = -15.254 eV
F_max = 0.032 hartree/bohr

The geometry in XYZ format:
```
16
H11O5, DFT ωB97M-V with the def2-TZVPD basis set
O 0.578 2.383 -2.214
H 0.170 3.019 -2.815
H 1.503 2.667 -2.148
O -0.766 -1.812 -0.662
H -1.360 -2.132 0.013
H 0.129 -2.099 -0.425
O -0.952 0.763 2.485
H -0.417 1.370 3.008
H -1.677 0.493 3.051
O 1.649 -2.539 0.720
H 2.500 -2.582 0.266
H 1.699 -2.487 1.681
O -0.666 0.722 -0.760
H -0.319 1.453 -1.366
H -0.996 -0.235 -0.911
H -1.075 1.015 0.077
```

***

[10]
Formula: H11O5
Source: the Open Molecules 2025 dataset
Level of theory: ωB97M-V with the def2-TZVPD basis set

## Properties
charge = +1
lowest unoccupied orbital energy = -3.2 eV
energy = -382.53297 Eh
HOMO = -14.699 eV
F_max = 0.043 hartree/bohr

The geometry in XYZ format:
```
16
H11O5, DFT ωB97M-V with the def2-TZVPD basis set
O -2.851 0.049 -1.325
H -3.673 0.568 -1.429
H -2.662 -0.172 -2.271
O -1.074 -1.196 2.728
H -1.942 -1.019 3.095
H -0.469 -1.385 3.504
O 0.927 1.675 -0.338
H 0.384 2.436 -0.146
H 1.559 1.746 -1.049
O 3.554 -0.488 -0.875
H 4.116 0.258 -0.744
H 3.892 -1.093 -1.595
O -0.506 -0.183 -0.104
H -1.331 -0.209 -0.720
H -0.561 -0.682 0.759
H 0.299 0.693 -0.085
```

***

[11]
Formula: H11O5S
Source: the Open Molecules 2025 dataset
Level of theory: ωB97M-V with the def2-TZVPD basis set

## Properties
charge = -1
lowest unoccupied orbital energy = 3.7 eV
energy = -781.06487 Eh
HOMO = -4.342 eV
F_max = 0.013 hartree/bohr

The geometry in XYZ format:
```
17
H11O5S, DFT ωB97M-V with the def2-TZVPD basis set
S -0.730 -0.269 1.400
H -1.065 -0.197 2.694
H -2.340 3.249 -0.936
H -1.120 2.420 -1.290
O -1.459 3.322 -1.325
H 2.372 -2.151 -2.121
H 2.857 -1.222 -1.046
O 3.182 -1.744 -1.798
H 1.433 1.102 -0.543
H 1.285 -0.098 0.365
O 1.909 0.316 -0.267
H 0.392 -2.507 0.595
H 1.742 -2.915 0.005
O 0.843 -3.239 0.147
H -2.259 1.311 0.807
H -3.810 1.274 0.744
O -3.049 1.806 0.509
```

***

[12]
Formula: H11O5S
Source: the Open Molecules 2025 dataset
Level of theory: ωB97M-V with the def2-TZVPD basis set

## Properties
charge = -1
lowest unoccupied orbital energy = 3.3 eV
energy = -781.04181 Eh
HOMO = -4.201 eV
F_max = 0.022 hartree/bohr

The geometry in XYZ format:
```
17
H11O5S, DFT ωB97M-V with the def2-TZVPD basis set
S 0.503 0.230 -1.608
H 0.437 -1.116 -1.885
H -0.163 -2.068 0.064
H 0.351 -0.793 0.359
O 0.192 -1.649 0.857
H -1.377 -0.753 1.135
H -1.911 -0.077 -0.048
O -2.241 -0.390 0.814
H -1.274 0.471 -3.721
H -2.188 0.269 -2.676
O -2.159 0.077 -3.618
H -1.812 0.741 2.878
H -0.909 0.054 3.930
O -1.666 0.647 3.830
H 4.639 0.915 0.470
H 4.608 2.156 -0.431
O 4.970 1.287 -0.350
```

***

[13]
Formula: H11O5S
Source: the Open Molecules 2025 dataset
Level of theory: ωB97M-V with the def2-TZVPD basis set

## Properties
charge = -1
lowest unoccupied orbital energy = 3.5 eV
energy = -781.05380 Eh
HOMO = -4.049 eV
F_max = 0.025 hartree/bohr

The geometry in XYZ format:
```
17
H11O5S, DFT ωB97M-V with the def2-TZVPD basis set
S 0.270 -1.310 1.602
H -0.152 -2.582 1.434
H -0.042 1.188 2.174
H 0.539 1.965 1.162
O -0.197 2.073 1.786
H -1.170 0.801 -2.777
H -2.152 -0.032 -1.890
O -1.789 0.065 -2.769
H -1.642 -0.204 0.635
H -1.899 1.175 0.724
O -2.320 0.412 0.280
H 0.080 -2.076 -1.881
H 1.119 -2.287 -0.796
O 1.018 -1.957 -1.703
H 3.430 1.321 0.822
H 2.290 0.347 0.849
O 2.617 1.100 0.346
```

***

[14]
Formula: H11O6
Source: the Open Molecules 2025 dataset
Level of theory: ωB97M-V with the def2-TZVPD basis set

## Properties
charge = -1
lowest unoccupied orbital energy = 3.9 eV
energy = -458.10064 Eh
HOMO = -5.298 eV
F_max = 0.023 hartree/bohr

The geometry in XYZ format:
```
17
H11O6, DFT ωB97M-V with the def2-TZVPD basis set
O 0.416 0.383 -0.385
H 0.093 0.869 0.358
O 1.141 2.244 -2.624
H 1.768 2.759 -2.107
H 0.721 1.618 -2.012
O 3.059 0.421 -0.113
H 3.161 1.161 -0.707
H 2.043 0.440 -0.122
O -2.770 0.166 2.988
H -2.618 0.778 2.257
H -2.378 -0.663 2.663
O -1.432 -1.827 1.563
H -1.249 -1.515 0.659
H -0.567 -1.836 1.975
O -0.844 -1.769 -1.362
H -0.244 -2.217 -1.990
H -0.301 -1.011 -1.039
```